# 1
ORCA calculation (ωB97M-V with the def2-TZVPD basis set) on a structure of composition H10O11SV at a distorted geometry.

The value obtained for the energy above the lowest of the compared OMol25 structures with the same formula, charge and spin is 37.33 kJ/mol. Its frontier orbital gap is 6.041 eV. The LUMO energy comes out at 2.10 eV. As for the net charge: -1. For the energy, the calculation gives -59209.8832 eV.

Last column: Löwdin charge in e.
Cartesian coordinates (Å):
O 0.481 1.175 1.122  -0.3389
V -0.730 0.006 1.071  0.9112
O -1.639 0.180 2.313  -0.3504
S 0.459 -1.348 -1.916  0.2031
O -0.114 -0.433 -2.876  -0.3895
O 1.839 -1.753 -2.308  -0.4064
O 0.473 -0.703 -0.570  -0.4635
O -0.418 -2.504 -1.899  -0.4167
O -1.870 -2.020 0.620  -0.0523
H -2.774 -2.201 0.364  0.0754
H -1.446 -2.879 0.627  0.0690
O -2.147 0.794 -0.280  -0.0263
H -2.735 1.549 -0.274  0.1032
H -2.475 0.240 -0.988  0.0963
O 0.239 2.212 -1.692  -0.0841
H 0.841 1.977 -0.986  -0.0126
H -0.075 1.373 -2.029  -0.0327
O 3.326 2.878 0.972  -0.0555
H 2.451 3.099 0.652  0.0133
H 3.920 3.252 0.322  0.0243
O 0.618 -1.359 2.370  -0.0272
H 0.688 -2.297 2.192  0.0772
H 1.089 -1.235 3.194  0.0831

# 2
ORCA calculation (ωB97M-V with the def2-TZVPD basis set) on a structure of composition C22H24AsCoN3O2PS5.

The value obtained for the energy above the lowest of the compared OMol25 structures with the same formula, charge and spin is 43.95 kJ/mol. Its frontier orbital gap is 7.318 eV. The LUMO energy comes out at -0.29 eV. For the energy, the calculation gives -193702.2952 eV.

Last column: Löwdin charge in e.
Cartesian coordinates (Å):
Co 0.359 0.257 0.250  -0.3850
S -4.013 0.371 -0.173  0.5843
C -2.430 0.116 0.043  -1.6211
S -1.261 0.059 -1.366  0.7395
S -1.511 -0.145 1.443  0.6648
S 0.783 -1.930 0.161  0.6803
C 2.493 -2.088 -0.229  -0.6430
C 3.151 -3.287 0.060  -0.1085
C 4.490 -3.445 -0.256  -0.0794
C 5.213 -2.417 -0.854  -0.0905
C 4.573 -1.224 -1.147  -0.1014
C 3.225 -1.074 -0.843  -0.4076
As 2.185 0.480 -1.214  1.3375
C 3.429 1.941 -1.017  -0.3496
C 3.712 2.858 -2.020  -0.0956
C 4.583 3.913 -1.767  -0.0813
C 5.176 4.046 -0.520  -0.0858
C 4.907 3.118 0.480  -0.0794
C 4.032 2.070 0.237  -0.1185
C 1.758 0.369 -3.090  -0.3569
C 2.081 -0.769 -3.820  -0.0751
C 1.681 -0.874 -5.146  -0.0675
C 0.959 0.149 -5.742  -0.0767
C 0.624 1.281 -5.011  -0.0742
C 1.015 1.387 -3.685  -0.1379
H 2.607 -4.085 0.550  0.1031
H 4.983 -4.379 -0.016  0.1050
H 6.263 -2.544 -1.082  0.1002
H 5.120 -0.410 -1.611  0.1079
H 3.263 2.753 -3.000  0.0953
H 4.803 4.627 -2.551  0.1054
H 5.859 4.865 -0.331  0.1046
H 5.387 3.205 1.448  0.1092
H 3.823 1.343 1.014  0.0908
H 2.636 -1.573 -3.355  0.1047
H 1.931 -1.763 -5.711  0.1077
H 0.648 0.061 -6.775  0.1055
H 0.047 2.074 -5.470  0.1053
H 0.720 2.256 -3.106  0.0737
N 1.349 3.806 2.125  0.1342
C 1.213 4.459 0.782  -0.1665
P -0.368 3.690 0.200  0.4036
O -1.405 4.237 1.109  -0.3111
O -0.054 2.215 0.223  -0.4422
C -0.630 4.196 -1.524  -0.3088
N -1.706 3.361 -2.067  -0.0393
H 1.411 2.782 1.996  0.0675
H 0.492 3.965 2.669  0.1531
H 2.152 4.096 2.679  0.1423
H 2.089 4.209 0.188  0.0777
H 1.126 5.534 0.922  0.1059
H 0.288 4.018 -2.091  0.0703
H -0.833 5.273 -1.537  0.0943
H -2.550 3.471 -1.515  0.0822
H -1.413 1.367 -1.696  -0.1003
H -1.932 3.632 -3.016  0.0834
S 2.442 1.335 4.249  0.5320
C 1.865 0.790 2.833  -0.9283
N 1.513 0.505 1.754  -0.0395

# 3
ORCA calculation (ωB97M-V with the def2-TZVPD basis set) on a cluster of 2 separate species, C3H3Cl3S in total at a distorted geometry.

The value obtained for the energy above the lowest of the compared OMol25 structures with the same formula, charge and spin is 211.15 kJ/mol. Its frontier orbital gap (alpha / beta) is 7.500 / 7.499 eV. The LUMO energy (alpha / beta) comes out at -0.72 / -0.72 eV. For the energy, the calculation gives -51558.8452 eV.

Last column: Löwdin charge in e.
Cartesian coordinates (Å):
C 0.114 -1.308 -1.419  -0.5796
C 0.623 0.418 0.142  -0.7642
C -0.627 0.624 0.885  -1.1850
S 1.250 -2.303 -1.780  0.7098
Cl 1.057 1.720 -0.904  0.5995
Cl -1.083 -0.863 1.723  0.5826
Cl -0.433 1.951 2.125  0.5147
H -0.909 -1.173 -1.693  0.0010
H 1.467 -0.006 0.665  0.0624
H -1.460 0.940 0.255  0.0587

# 4
ORCA calculation (ωB97M-V with the def2-TZVPD basis set) on a cluster of 5 separate species, CH10O6 in total at a distorted geometry.

The value obtained for the energy above the lowest of the compared OMol25 structures with the same formula, charge and spin is 115.99 kJ/mol. Its frontier orbital gap is 10.735 eV. The LUMO energy comes out at 0.10 eV. As for the SMILES: O=CO.O.O.O.O. For the energy, the calculation gives -13484.1019 eV.

Last column: Löwdin charge in e.
Cartesian coordinates (Å):
O 2.675 -2.295 0.046  0.0714
C 2.079 -1.456 0.675  -0.4026
O 1.145 -0.594 0.328  0.0580
H 2.242 -1.445 1.775  0.1418
H 0.577 -0.316 1.067  0.0730
O 1.265 2.139 0.412  -0.0462
H 1.693 2.927 0.767  0.0516
H 1.581 2.098 -0.496  0.0512
O -3.271 -0.557 -1.299  -0.0797
H -2.329 -0.739 -1.363  -0.0142
H -3.420 0.393 -1.495  0.0512
O -0.440 -0.673 -2.508  -0.0582
H 0.193 -0.481 -1.795  0.0198
H -0.596 -1.619 -2.399  0.0486
O -1.108 0.597 1.897  -0.0492
H -0.628 1.411 1.695  0.0255
H -1.657 0.610 2.693  0.0581

# 5
ORCA calculation (ωB97M-V with the def2-TZVPD basis set) on a cluster of 2 separate species, C8H16O in total at a distorted geometry.

The value obtained for the energy above the lowest of the compared OMol25 structures with the same formula, charge and spin is 307.08 kJ/mol. Its frontier orbital gap (alpha / beta) is 8.214 / 8.215 eV. The LUMO energy (alpha / beta) comes out at -0.12 / -0.12 eV. As for the SMILES: CCC(C)=O.C=C(C)C. For the energy, the calculation gives -10599.8091 eV.

Last column: Löwdin charge in e.
Cartesian coordinates (Å):
C 1.188 0.638 -1.857  -0.1115
C 1.444 1.166 -0.517  -0.1615
C 0.999 0.135 0.725  -0.5024
C 1.641 -1.239 0.525  -0.0272
O 1.013 0.635 1.846  0.0036
H 0.118 -0.028 -1.719  0.0605
H 0.852 1.357 -2.596  0.0772
H 1.926 -0.059 -2.242  0.0775
H 2.506 1.255 -0.295  0.1158
H 0.924 2.095 -0.300  0.1007
H 2.721 -1.118 0.434  0.0900
H 1.281 -1.742 -0.373  0.0717
H 1.434 -1.869 1.388  0.0825
C -1.146 -0.561 -1.051  -0.0090
C -1.097 -0.100 0.271  -0.4365
C -1.420 -1.093 1.375  -0.0608
C -1.646 1.281 0.547  -0.0602
H -1.113 -1.630 -1.232  0.0934
H -1.733 -0.019 -1.785  0.0968
H -1.077 -2.098 1.140  0.0799
H -0.956 -0.767 2.303  0.0808
H -2.501 -1.133 1.536  0.0886
H -1.494 1.952 -0.300  0.0813
H -2.717 1.233 0.761  0.0874
H -1.147 1.707 1.418  0.0817

Question: The highest energy belongs to which entry?
Answer: C8H16O